Record 1
{
  "formula": "CH3N2O2",
  "method": "ωB97M-V/def2-TZVPD",
  "species": ["O", "N", "C", "N", "O", "H", "H", "H"],
  "xyz": [[0.662, -1.387, -0.726], [0.400, -0.954, 0.410], [-0.248, 0.239, 0.513], [-0.417, 0.882, -0.690], [-0.073, 0.264, -1.737], [0.689, -1.605, 1.295], [-0.479, 0.692, 1.542], [-0.535, 1.869, -0.607]],
  "mulliken_charge": [-0.243, 0.199, 0.020, 0.263, -0.237, 0.352, 0.354, 0.292],
  "e_tot_ev": -8146.88109,
  "homo_ev": [-15.838, -15.882],
  "e_above_lowest_ev": 4.252,
  "total_charge": 1,
  "orbital_gap_ev": [8.32, 8.23],
  "smiles": "O=[NH+]/C=[NH+]\\[O-]",
  "lumo_energy_ev": [-7.52, -7.66]
}

***

Record 2
{
  "formula": "C3O4Rb",
  "method": "ωB97M-V/def2-TZVPD",
  "species": ["C", "C", "O", "O", "O", "C", "O", "Rb"],
  "xyz": [[1.380, -1.571, -0.704], [0.609, -0.725, -0.091], [2.126, -1.191, 0.604], [-0.757, -0.817, 0.094], [-0.890, 1.437, -0.169], [-1.496, 0.372, 0.085], [-2.709, 0.194, 0.254], [1.736, 2.299, -0.072]],
  "mulliken_charge": [-0.879, 0.600, -0.491, -0.396, -0.699, 0.735, -0.715, 0.845],
  "e_tot_ev": -11952.31701,
  "homo_ev": -2.815,
  "total_charge": -1,
  "orbital_gap_ev": 4.18,
  "lumo_energy_ev": 1.37
}

***

Record 3
{
  "formula": "C24H66N6O6",
  "method": "ωB97M-V/def2-TZVPD",
  "species": ["C", "O", "C", "C", "C", "N", "H", "H", "H", "H", "H", "H", "H", "H", "H", "H", "H", "C", "O", "C", "C", "C", "N", "H", "H", "H", "H", "H", "H", "H", "H", "H", "H", "H", "C", "O", "C", "C", "C", "N", "H", "H", "H", "H", "H", "H", "H", "H", "H", "H", "H", "C", "O", "C", "C", "C", "N", "H", "H", "H", "H", "H", "H", "H", "H", "H", "H", "H", "C", "O", "C", "C", "C", "N", "H", "H", "H", "H", "H", "H", "H", "H", "H", "H", "H", "C", "O", "C", "C", "C", "N", "H", "H", "H", "H", "H", "H", "H", "H", "H", "H", "H"],
  "xyz": [[2.606, 1.524, -0.274], [3.872, 1.080, 0.148], [3.828, -0.229, 0.680], [5.226, -0.810, 0.871], [5.976, -0.381, 2.157], [6.149, -0.369, -0.209], [2.637, 2.591, -0.479], [1.811, 1.418, 0.478], [2.303, 0.932, -1.142], [3.310, -0.066, 1.641], [3.241, -0.977, 0.126], [5.182, -1.896, 0.958], [5.391, -0.542, 3.065], [6.238, 0.676, 2.156], [6.837, -1.036, 2.043], [6.165, 0.642, -0.177], [5.784, -0.655, -1.112], [6.172, -5.668, 0.992], [7.475, -5.840, 1.467], [8.308, -6.730, 0.734], [9.310, -7.346, 1.685], [10.083, -8.436, 1.024], [8.650, -7.974, 2.860], [5.607, -6.600, 0.878], [6.154, -5.057, 0.085], [5.551, -5.135, 1.719], [7.641, -7.516, 0.353], [8.692, -6.253, -0.172], [9.953, -6.656, 2.238], [9.470, -9.238, 0.590], [10.887, -8.937, 1.556], [10.539, -8.103, 0.076], [8.183, -8.839, 2.607], [7.957, -7.361, 3.280], [3.944, -3.431, 4.193], [5.028, -3.880, 5.007], [6.257, -3.561, 4.407], [7.281, -4.659, 4.646], [7.605, -4.876, 6.127], [8.521, -4.531, 3.914], [4.084, -2.471, 3.701], [3.051, -3.546, 4.811], [3.854, -4.250, 3.465], [6.156, -3.466, 3.317], [6.651, -2.577, 4.690], [6.698, -5.558, 4.373], [6.679, -5.033, 6.686], [8.063, -3.953, 6.487], [8.201, -5.766, 6.325], [8.416, -4.442, 2.912], [9.079, -5.362, 4.054], [11.917, -3.874, 5.873], [12.394, -2.783, 6.624], [13.640, -2.294, 6.185], [14.219, -1.296, 7.173], [15.481, -0.650, 6.671], [14.472, -1.949, 8.464], [11.067, -4.271, 6.418], [12.669, -4.669, 5.788], [11.664, -3.575, 4.853], [14.278, -3.179, 5.999], [13.569, -1.896, 5.156], [13.390, -0.593, 7.293], [16.235, -1.379, 6.374], [15.837, 0.050, 7.426], [15.282, -0.038, 5.787], [13.775, -2.648, 8.685], [15.370, -2.417, 8.465], [2.340, -4.982, 1.146], [2.790, -6.312, 1.178], [1.928, -7.192, 1.851], [2.211, -8.622, 1.396], [1.884, -8.737, -0.078], [1.494, -9.592, 2.200], [2.313, -4.581, 2.161], [1.358, -4.850, 0.687], [3.053, -4.382, 0.584], [1.981, -7.031, 2.937], [0.870, -6.984, 1.634], [3.300, -8.783, 1.408], [2.461, -8.079, -0.729], [0.863, -8.377, -0.262], [1.966, -9.745, -0.486], [1.978, -10.484, 2.181], [1.436, -9.383, 3.190], [1.230, -1.767, 6.806], [0.465, -2.928, 6.672], [0.761, -3.962, 7.594], [0.080, -5.229, 7.093], [0.038, -6.279, 8.190], [0.683, -5.754, 5.866], [2.290, -1.863, 6.545], [1.106, -1.285, 7.779], [0.880, -1.029, 6.081], [1.851, -4.040, 7.697], [0.378, -3.720, 8.595], [-0.954, -4.926, 6.904], [1.028, -6.601, 8.522], [-0.509, -7.148, 7.828], [-0.456, -5.823, 9.050], [1.589, -6.154, 6.103], [0.908, -4.949, 5.283]],
  "mulliken_charge": [-0.777, -0.311, -0.915, 0.804, -1.393, -0.757, 0.260, 0.290, 0.320, 0.372, 0.465, 0.055, 0.291, 0.435, 0.325, 0.320, 0.243, -0.452, -0.025, -0.741, 0.587, -1.661, -0.636, 0.385, 0.298, -0.271, 0.336, 0.407, 0.202, 0.370, 0.392, 0.363, 0.273, 0.162, -0.494, -0.388, -0.201, 0.913, -1.711, -0.559, 0.056, 0.223, 0.290, -0.082, 0.296, -0.112, 0.382, 0.318, 0.441, 0.234, 0.305, -0.700, -0.331, -0.809, 0.579, -1.528, -0.695, 0.176, 0.364, 0.332, 0.315, 0.378, 0.240, 0.379, 0.395, 0.389, 0.265, 0.245, -0.784, -0.108, -0.631, 0.650, -1.449, -0.718, 0.198, 0.422, 0.244, 0.202, 0.393, 0.148, 0.296, 0.324, 0.362, 0.269, 0.236, -0.677, -0.350, -0.564, 0.307, -1.506, -0.559, 0.220, 0.320, 0.264, 0.253, 0.457, 0.197, 0.356, 0.377, 0.406, 0.289, 0.232],
  "e_tot_ev": -47179.65925,
  "homo_ev": -8.902,
  "e_above_lowest_ev": 2.057,
  "orbital_gap_ev": 9.41,
  "smiles": "COC[C@H](C)N.COC[C@H](C)N.COC[C@H](C)N.COC[C@H](C)N.COC[C@H](C)N.COC[C@H](C)N",
  "lumo_energy_ev": 0.51
}

***

Record 4
{
  "formula": "C27H19F4NO14S",
  "method": "ωB97M-V/def2-TZVPD",
  "species": ["O", "C", "C", "C", "C", "C", "C", "C", "C", "O", "C", "C", "C", "N", "C", "S", "C", "C", "C", "H", "H", "H", "H", "H", "H", "H", "O", "C", "O", "C", "C", "F", "O", "H", "H", "H", "O", "C", "O", "C", "C", "F", "O", "H", "H", "H", "O", "C", "O", "C", "C", "F", "O", "H", "H", "H", "O", "C", "O", "C", "C", "F", "O", "H", "H", "H"],
  "xyz": [[4.314, -2.467, 4.450], [4.003, -1.783, 3.506], [5.017, -1.274, 2.423], [6.342, -0.805, 2.794], [7.194, -0.308, 1.711], [6.718, -0.290, 0.315], [5.390, -0.809, -0.037], [4.531, -1.304, 1.026], [3.086, -1.858, 0.777], [2.801, -2.608, -0.118], [2.034, -1.382, 1.842], [0.683, -0.963, 1.496], [-0.163, -0.502, 2.618], [-1.519, -0.064, 2.290], [-1.507, 0.791, 1.398], [-1.694, 2.148, 0.563], [0.313, -0.471, 4.001], [1.682, -0.899, 4.344], [2.518, -1.349, 3.237], [6.618, -0.826, 3.869], [8.212, 0.068, 1.950], [7.419, 0.134, -0.437], [5.052, -0.808, -1.099], [0.351, -0.970, 0.434], [-0.360, -0.108, 4.808], [2.071, -0.850, 5.390], [0.260, -0.443, -1.704], [-0.128, 0.261, -2.579], [-0.741, 1.460, -2.381], [-0.925, 2.045, -3.666], [-0.904, 0.845, -4.567], [-0.381, 1.155, -5.780], [-0.018, -0.039, -3.907], [-0.106, 2.738, -3.868], [-1.867, 2.589, -3.719], [-1.876, 0.362, -4.695], [5.853, -0.312, -4.273], [4.862, 0.203, -4.674], [4.163, -0.220, -5.763], [2.979, 0.572, -5.825], [3.376, 1.800, -5.066], [2.310, 2.340, -4.421], [4.282, 1.302, -4.103], [2.157, 0.033, -5.351], [2.708, 0.790, -6.858], [3.867, 2.566, -5.671], [-3.343, -1.595, -1.996], [-4.074, -1.730, -1.067], [-5.094, -0.884, -0.766], [-5.802, -1.464, 0.328], [-4.761, -2.350, 0.945], [-5.323, -3.451, 1.503], [-3.984, -2.750, -0.167], [-6.660, -2.025, -0.050], [-6.155, -0.698, 1.015], [-4.122, -1.851, 1.679], [-7.297, 1.833, 0.961], [-6.826, 1.829, 2.050], [-6.944, 2.849, 2.941], [-6.361, 2.403, 4.163], [-5.424, 1.328, 3.696], [-5.300, 0.350, 4.624], [-6.089, 0.797, 2.563], [-7.144, 2.020, 4.821], [-5.843, 3.216, 4.671], [-4.434, 1.687, 3.405]],
  "mulliken_charge": [-0.518, -0.046, 0.610, -0.734, -0.371, -0.527, -0.860, 0.551, 0.178, -0.475, 0.398, -0.541, 0.404, -0.269, 0.357, -0.257, -0.661, -0.842, 0.564, 0.393, 0.346, 0.382, 0.537, 0.643, 0.400, 0.380, -0.533, 0.562, -0.183, -0.402, 0.312, -0.302, -0.316, 0.208, 0.339, 0.282, -0.507, 0.606, -0.333, -0.135, 0.230, -0.195, -0.277, 0.102, 0.307, 0.197, -0.539, 0.672, -0.295, 0.115, 0.459, -0.307, -0.317, 0.274, -0.129, 0.190, -0.487, 0.616, -0.340, -0.464, 0.349, -0.295, -0.327, 0.274, 0.286, 0.261],
  "e_tot_ev": -80165.15733,
  "homo_ev": -8.942,
  "e_above_lowest_ev": 2.690,
  "orbital_gap_ev": 8.42,
  "smiles": "O=C1c2ccccc2C(=O)c2cc(N=C=S)ccc21.O=C1OC[C@@H](F)O1.O=C1OC[C@@H](F)O1.O=C1OC[C@@H](F)O1.O=C1OC[C@@H](F)O1",
  "lumo_energy_ev": -0.52
}